Record 1
85
Properties=species:S:1:pos:R:3:forces:R:3:lowdin_charge:R:1 method="wB97M-V/def2-TZVPD" homo_energy_ev="-14.2 / -14.3" orbital_gap_ha="0.2102 / 0.2258" total_energy_ha=-3944.57050 relative_energy_kcal_mol=0.0 max_force_ev_per_a=0.6 total_charge=+2
Tl -1.14528 -0.04766 0.62520 -0.1527 0.0750 -0.1453 0.9520
N 1.05200 -4.60135 1.27639 0.1965 -0.1134 -0.1613 0.1765
C 0.25236 -3.53272 1.99997 0.0309 0.1192 -0.0658 -0.4853
C -0.23088 -4.09149 3.32644 -0.0815 -0.0015 0.1041 -0.0708
P -1.14288 -3.07379 0.89751 0.3961 -0.3712 -0.2830 0.2116
O -1.77646 -4.53044 0.67954 0.0839 -0.0271 0.0834 -0.1109
O -2.03117 -2.14486 1.64503 -0.3370 0.3976 0.2234 -0.4085
O -0.54878 -2.58997 -0.39297 0.0067 -0.0525 -0.0391 -0.3834
P 1.48005 -2.12135 2.20692 -0.1164 0.0180 -0.1134 0.3428
O 1.43821 -1.74497 3.76385 -0.0112 0.1045 0.0517 -0.1183
O 2.78327 -2.74753 1.83810 0.1154 -0.1527 -0.0897 -0.3002
O 1.01302 -0.88771 1.48505 -0.0343 0.0358 0.1727 -0.4865
H 0.89333 -5.52507 1.68597 0.0246 0.1238 -0.1185 0.1685
H 2.05692 -4.29586 1.36615 -0.1893 -0.0870 0.0143 0.1244
H 0.79939 -4.62969 0.28165 0.0958 -0.0266 0.1533 0.1473
H -0.92780 -4.91471 3.16310 0.0008 -0.0213 0.0142 0.0927
H -0.75051 -3.30924 3.87437 -0.0160 -0.0386 0.0282 0.0943
H 0.59910 -4.44529 3.94027 0.0281 0.0015 0.0315 0.0950
H -2.73798 -4.55070 0.69292 -0.2388 -0.0264 0.0017 0.0853
H 2.08832 -2.23568 4.28006 0.0304 -0.0522 0.0585 0.0952
F 1.87224 1.16380 -10.28674 0.0012 0.0128 0.0371 0.1697
C 1.17067 0.07705 -9.93694 0.0090 -0.0048 -0.0317 -0.5945
F 0.00787 0.11088 -10.59015 -0.0502 0.0061 0.0312 0.1650
F 1.84959 -0.99705 -10.35095 0.0110 -0.0248 0.0433 0.1639
C 0.96759 0.05209 -8.43404 0.0151 0.0214 -0.0734 -0.0717
C -0.19374 0.57846 -7.88338 0.0109 -0.0040 -0.0011 0.0256
C -0.34702 0.59722 -6.51096 -0.0329 -0.0237 -0.0296 -0.0499
C 0.66547 0.08684 -5.69034 0.0108 -0.0440 0.0738 -0.3404
C 1.83695 -0.43392 -6.25368 0.0288 0.0282 -0.0169 -0.0454
C 1.97686 -0.45878 -7.62821 0.0096 0.0102 0.0319 0.0252
P 0.37876 0.07271 -3.93847 0.0814 -0.0927 -0.2305 1.2610
C 1.81548 -0.33530 -3.00030 0.0763 0.1794 -0.0199 -0.3491
C 1.76774 -1.28180 -1.97312 -0.0635 0.0116 -0.0016 -0.0347
C 2.92593 -1.55483 -1.25668 -0.0485 -0.0012 0.0649 0.0211
C 4.08558 -0.84722 -1.52968 0.0898 0.0287 0.0417 -0.0773
C 4.12904 0.12795 -2.52779 -0.0801 -0.0706 0.0091 0.0164
C 2.99537 0.38469 -3.26787 0.0604 -0.1019 0.0565 -0.0769
C 5.32930 -1.06814 -0.69495 0.0603 0.1673 0.1900 -0.5843
F 5.27693 -2.18051 0.02632 -0.0744 -0.0937 -0.0387 0.1705
F 6.42705 -1.10654 -1.45165 0.0228 0.0126 -0.1037 0.1701
F 5.48713 -0.03349 0.17361 -0.1150 -0.0718 -0.1063 0.1297
C -1.06391 -0.86521 -3.48107 -0.0986 0.0102 0.0963 -0.3624
C -1.10097 -2.23872 -3.72556 -0.0389 0.0856 -0.0205 -0.0455
C -2.20676 -2.96626 -3.32925 -0.0640 -0.0228 0.0032 0.0238
C -3.27207 -2.32111 -2.71803 -0.0287 -0.0133 0.0945 -0.0824
C -3.25326 -0.95099 -2.50237 0.0547 -0.0387 0.0538 0.0025
C -2.13726 -0.21809 -2.87091 -0.0938 -0.0574 -0.0891 -0.1039
C -4.46051 -3.11784 -2.22470 -0.0591 -0.0202 0.0160 -0.5806
F -5.59846 -2.43543 -2.35766 -0.0137 0.0660 -0.0264 0.1699
F -4.59200 -4.27747 -2.86841 0.0695 -0.0291 -0.0334 0.1677
F -4.32363 -3.40142 -0.90897 0.1011 0.0207 -0.0144 0.1425
H -0.97048 0.96538 -8.52678 -0.0213 0.0143 -0.0088 0.1369
H -1.25184 1.00137 -6.07845 -0.0658 0.0184 0.0223 0.1174
H 2.61923 -0.83856 -5.62844 0.0219 -0.0404 0.0221 0.1101
H 2.86362 -0.88314 -8.07735 0.0266 -0.0004 -0.0058 0.1383
H 0.84246 -1.79269 -1.71831 0.1124 -0.0159 -0.0034 0.0725
H 2.91856 -2.29354 -0.46304 0.0166 0.1183 -0.0070 0.1030
H 5.04528 0.66723 -2.72174 0.0322 0.0219 0.0015 0.1377
H 3.01848 1.12959 -4.05188 0.0046 0.0576 -0.0214 0.1183
H -0.27916 -2.73629 -4.22123 0.0657 -0.0302 -0.0110 0.1275
H -2.24529 -4.03103 -3.50345 -0.0071 -0.0562 -0.0005 0.1372
H -4.10280 -0.46164 -2.04800 -0.0361 0.0189 0.0199 0.1383
H -2.12504 0.85256 -2.71423 0.0452 0.0226 0.0295 0.1080
C 0.84631 3.68146 1.31359 -0.0870 0.0656 0.0638 -0.1262
N 1.05053 2.23574 1.37881 -0.1758 -0.1096 -0.0038 -0.0986
C 2.11277 1.84246 0.44608 -0.0541 -0.0437 -0.2471 -0.1700
N 3.36001 2.56051 0.70226 0.1728 -0.0489 -0.1288 -0.0519
C 3.12074 4.00100 0.65126 0.0946 0.0895 -0.1012 -0.1231
N 2.08749 4.39555 1.60619 -0.0380 0.1552 0.0020 -0.0284
C 2.52812 4.12412 2.97294 0.0743 0.0997 0.3072 -0.0839
N 2.72557 2.68076 2.94426 0.0272 -0.0023 0.0426 0.0754
C 1.49686 1.91653 2.73919 -0.0510 -0.1004 0.1518 -0.0973
C 3.80887 2.24479 2.05846 0.1418 -0.0368 0.1045 -0.0846
H 0.07874 3.98076 2.02873 0.0124 -0.0141 -0.0282 0.1451
H 0.51896 3.95581 0.30976 0.0069 -0.0013 0.0340 0.1469
H 1.78199 2.06354 -0.57502 0.0542 -0.0170 0.1220 0.1398
H 2.27403 0.77027 0.54297 0.0008 -0.0382 -0.0169 0.1049
H 2.78305 4.27319 -0.35001 0.0366 -0.0009 0.0369 0.1460
H 4.04380 4.53893 0.87045 -0.0233 -0.0188 -0.0191 0.1440
H 1.76031 4.38695 3.70018 0.0308 0.0147 -0.0736 0.1517
H 3.46632 4.63064 3.19586 -0.0588 0.0117 -0.0387 0.1512
H 0.75383 2.21897 3.47729 -0.0022 0.0197 -0.0491 0.1537
H 1.70618 0.84973 2.81852 -0.0376 0.0192 -0.0161 0.1149
H 3.95751 1.17222 2.17997 0.0093 0.0106 -0.0523 0.1475
H 4.71903 2.79007 2.30715 -0.0122 -0.0334 -0.0540 0.1504

---

Record 2
26
Properties=species:S:1:pos:R:3:forces:R:3:lowdin_charge:R:1 method="wB97M-V/def2-TZVPD" homo_energy_ev=-9.5 orbital_gap_ha=0.3834 total_energy_ha=-444.01094 smiles=CO[C@](C)(N)O.CCC relative_energy_kcal_mol=18.8 max_force_ev_per_a=2.3 total_charge=0
C 1.58107 -0.33860 -0.46376 -0.1112 0.7533 2.1809 -0.6068
C 1.24714 -0.40607 2.20178 0.1154 -0.5395 -0.1041 -0.1553
C 2.89622 -1.04979 -0.24262 -0.3718 0.0609 -0.0263 -0.0020
N 1.72985 0.91374 -1.08284 0.7991 0.9742 -0.0242 0.1086
O 1.04515 0.23315 0.97278 0.1322 -0.7677 -1.4834 -0.2207
O 0.70575 -1.18074 -1.08621 -0.1626 0.0969 0.3848 0.0652
H -0.08041 -0.69129 -1.36524 0.0375 -0.0363 0.1040 0.0769
H 0.83282 1.33566 -1.29843 -0.0933 -0.0948 0.0259 0.0791
H 2.13385 1.50091 -0.32628 -0.3217 -0.2837 -1.0495 0.1169
H 2.31164 -0.50417 2.45972 -0.0614 -0.0222 -0.0528 0.0742
H 0.78069 0.21045 2.97868 -0.0085 -0.0938 -0.1678 0.0844
H 0.79214 -1.40421 2.22231 0.0136 0.0001 0.1201 0.0839
H 3.33876 -1.23962 -1.21915 0.0087 -0.0598 0.0444 0.0940
H 2.72012 -1.98847 0.27449 0.0475 -0.0949 0.0297 0.0896
H 3.56874 -0.43111 0.34391 0.0352 0.0625 0.0224 0.0883
C -2.40814 0.59907 -0.99864 0.0209 0.0014 0.1992 -0.3215
C -2.62846 -0.79244 -0.40909 -0.0685 0.1972 -0.1337 -0.1194
C -1.95754 1.59894 0.06310 -0.0698 -0.0611 -0.1598 -0.1174
H -1.65900 0.55370 -1.79949 -0.0482 0.0269 -0.0681 0.0836
H -3.33173 0.94886 -1.46766 0.0700 -0.0274 -0.0763 0.1004
H -2.71800 1.69240 0.83794 -0.0511 0.0371 0.0559 0.0735
H -1.74237 -1.12615 0.13017 0.0315 -0.0955 0.0174 0.0611
H -3.45783 -0.77044 0.29731 -0.0281 -0.0279 0.0582 0.0738
H -2.87049 -1.51436 -1.18868 0.0199 -0.1026 0.0345 0.0727
H -1.03505 1.26516 0.53713 0.0515 0.0268 0.0341 0.0470
H -1.79492 2.58545 -0.37123 0.0132 0.0698 0.0345 0.0699

---

Record 3
51
Properties=species:S:1:pos:R:3:forces:R:3:lowdin_charge:R:1 method="wB97M-V/def2-TZVPD" homo_energy_ev=-9.7 orbital_gap_ha=0.3807 total_energy_ha=-999.22784 smiles="CNCOC(N)=O.CCO.CCO.CCO.CCO" max_force_ev_per_a=0.7 total_charge=0
C 3.59588 -3.96315 -0.14305 0.1991 -0.3088 0.1912 -0.1017
N 3.07210 -3.92937 1.21609 -0.1431 0.0523 -0.1586 -0.0888
C 1.89783 -4.68321 1.44139 -0.3351 0.3983 0.3899 -0.2095
O 1.98572 -6.10377 1.11303 0.2614 -0.1168 -0.3412 -0.0023
C 3.03624 -6.74904 1.66051 -0.1357 -0.1797 0.4094 -0.6116
N 3.37277 -7.92721 0.96333 -0.4516 0.2090 -0.3037 0.1426
O 3.59558 -6.38255 2.66109 0.2259 0.1944 -0.3363 0.1056
H 4.35276 -3.18707 -0.26050 -0.1896 0.0765 -0.0952 0.0861
H 4.07658 -4.91883 -0.40282 -0.1245 0.0450 -0.0158 0.0753
H 2.76967 -3.81289 -0.84217 0.1310 0.1300 -0.0538 0.0807
H 3.77946 -4.12440 1.91122 -0.0358 0.0171 -0.0055 0.1077
H 1.09546 -4.32130 0.79340 0.0927 -0.1991 -0.0232 0.1204
H 1.57628 -4.56979 2.47867 0.1674 -0.1516 -0.0549 0.1341
H 4.19484 -7.76571 0.39016 0.1896 -0.1967 0.3515 0.0970
H 2.61553 -8.17147 0.33279 0.0809 0.0725 -0.0435 0.0913
C -0.34818 -1.58194 -1.25950 -0.0174 0.0208 0.0201 -0.0892
C 0.97785 -0.87559 -1.47017 0.0444 -0.1201 0.1226 -0.3159
O 1.74216 -0.82668 -0.26720 -0.0392 0.0183 -0.1108 -0.0836
H -0.92234 -1.07815 -0.48018 0.0013 0.0259 -0.0098 0.0681
H -0.93759 -1.59482 -2.17728 0.0074 0.0087 -0.0067 0.0766
H -0.19016 -2.61555 -0.93698 -0.0032 -0.0158 -0.0452 0.0595
H 0.81188 0.15520 -1.77665 0.0052 0.0139 0.0146 0.0976
H 1.55810 -1.37435 -2.25573 -0.0494 0.0279 -0.0586 0.1071
H 1.90222 -1.73413 0.01321 0.0958 0.0253 0.1690 0.0417
C -0.89586 3.83895 -1.65505 0.0447 -0.0681 0.0169 -0.0912
C -1.59581 2.95243 -2.66647 -0.0214 -0.0121 0.1505 -0.3172
O -1.41480 1.56942 -2.37410 -0.0539 -0.0401 0.0347 -0.0948
H 0.17095 3.61289 -1.62550 0.0070 0.0213 -0.0310 0.0770
H -1.02259 4.89447 -1.90235 -0.0147 0.0033 0.0029 0.0740
H -1.29459 3.67499 -0.65258 -0.0244 0.0517 0.0007 0.0619
H -1.18954 3.10259 -3.66638 -0.0092 -0.0226 -0.0171 0.1090
H -2.66577 3.18740 -2.69697 0.0055 0.0359 -0.0641 0.1051
H -1.77794 1.41309 -1.49377 0.0253 0.0140 0.0252 0.0646
C -5.42603 0.77838 -0.32504 0.0545 0.0731 -0.0237 -0.0887
C -4.22625 0.31006 0.47614 -0.0787 0.0825 0.0710 -0.3227
O -3.37825 1.38997 0.85949 0.0499 -0.0822 -0.1625 -0.0870
H -5.10083 1.31305 -1.21819 0.0037 -0.0281 -0.0163 0.0717
H -6.04637 -0.06535 -0.62987 -0.0034 -0.0065 0.0110 0.0747
H -6.04321 1.45936 0.26573 -0.0270 -0.0352 0.0147 0.0729
H -3.60633 -0.35826 -0.12127 0.0250 -0.0080 0.0163 0.1016
H -4.55131 -0.23999 1.36545 0.0073 -0.0565 -0.0305 0.1090
H -3.89165 1.99603 1.40232 0.0497 0.0458 -0.0012 0.0817
C 1.17985 6.83503 1.18011 -0.0154 -0.0603 -0.0552 -0.0928
C -0.13811 6.43403 1.81574 0.1069 -0.0763 0.0419 -0.3251
O -0.42652 5.05278 1.62970 -0.0395 0.0525 -0.0061 -0.0887
H 1.17023 6.60805 0.11365 -0.0123 0.0210 -0.0048 0.0715
H 1.36932 7.90150 1.30996 0.0012 0.0017 0.0140 0.0727
H 2.00918 6.28447 1.63021 0.0077 0.0332 0.0296 0.0726
H -0.96425 6.97435 1.35492 -0.0259 -0.0109 0.0085 0.1098
H -0.13407 6.67435 2.88459 -0.0282 0.0598 -0.0112 0.1064
H 0.27990 4.54173 2.03686 -0.0120 -0.0362 -0.0202 0.0830

---

Record 4
66
Properties=species:S:1:pos:R:3:forces:R:3:lowdin_charge:R:1 method="wB97M-V/def2-TZVPD" homo_energy_ev=-1.1 orbital_gap_ha=0.1791 total_energy_ha=-8824.15952 relative_energy_kcal_mol=10.1 max_force_ev_per_a=0.2 total_charge=-2
Bi 1.03425 2.27496 1.61575 -0.1782 -0.0147 -0.0539 0.8883
C 1.33822 -0.21297 4.24863 0.0162 0.0070 -0.0182 -0.1466
C 1.07238 -1.00054 3.13657 -0.0078 0.0086 0.0480 -0.1122
C 2.07167 -1.23252 2.19955 0.0981 -0.0112 -0.0577 -0.1131
C 3.33111 -0.67457 2.37223 -0.0040 -0.0025 -0.0175 -0.1218
C 3.59500 0.11998 3.48155 0.0082 -0.0033 0.0068 -0.1336
C 2.59849 0.35069 4.41865 -0.0102 0.0055 0.0183 -0.1253
H 0.55321 -0.00035 4.96218 -0.0107 0.0118 -0.0133 0.0918
H 0.07931 -1.39908 2.97476 -0.0015 0.0009 0.0047 0.1032
H 1.86078 -1.81994 1.31452 0.0075 -0.0039 0.0149 0.0786
H 4.09967 -0.83114 1.62434 0.0016 -0.0018 -0.0030 0.0957
H 4.56728 0.58367 3.59562 -0.0005 -0.0019 -0.0028 0.0891
H 2.78550 1.00074 5.26395 -0.0020 0.0039 -0.0010 0.1017
Br 3.48981 5.05225 2.67898 0.0268 -0.0434 0.0016 0.5345
C 5.14419 4.23237 2.12121 -0.0089 0.0238 0.0205 -1.0722
Br 4.92123 2.76350 0.87833 0.0085 0.0098 -0.0153 0.5196
H 5.65307 3.83773 2.99152 -0.0134 -0.0044 0.0030 -0.0168
H 5.74752 4.97691 1.61794 -0.0022 0.0018 0.0019 -0.0181
S -2.90060 5.43600 3.05404 -0.0184 0.0210 -0.0046 -0.2963
Sb -0.68198 5.05234 2.95778 0.0242 -0.0231 0.0279 -0.2091
S 0.01057 4.41506 0.71175 0.0572 0.0127 0.0089 -0.1630
S -0.08982 2.88872 3.85219 0.0135 0.0528 0.0289 -0.1797
S 0.77798 6.61803 3.72302 0.0105 0.0097 0.0097 -0.3182
C -0.50867 0.95130 0.86098 0.0446 -0.0878 0.0314 -0.3316
C -1.23803 0.16174 0.27427 -0.1039 0.0744 0.0622 -0.2000
C -2.10926 -0.65218 -0.47949 0.0220 -0.0098 -0.0541 -0.2242
C -2.00455 -2.08597 -0.35083 -0.0091 0.0050 -0.0061 -0.1897
C -0.89966 -2.65813 0.32216 0.0267 0.0015 -0.0055 -0.0563
C -0.75364 -4.02067 0.47841 0.0041 0.0065 -0.0078 -0.1159
C -1.70545 -4.90791 -0.02101 -0.0089 -0.0055 -0.0030 -0.1469
C -2.81800 -4.37214 -0.65925 0.0075 -0.0024 0.0076 -0.1296
C -2.97355 -3.00389 -0.81622 0.0015 0.0002 -0.0039 -0.0627
C -3.00045 0.05111 -1.38215 0.0013 -0.0130 0.0109 -0.2108
C -3.35606 1.40056 -1.12778 -0.0025 -0.0031 -0.0157 -0.0663
C -4.12937 2.13370 -2.00872 0.0034 -0.0021 -0.0025 -0.1097
C -4.59654 1.57469 -3.19640 -0.0024 0.0007 0.0002 -0.1381
C -4.25558 0.25773 -3.47529 0.0018 -0.0017 0.0017 -0.1238
C -3.48049 -0.48776 -2.59963 -0.0037 0.0008 -0.0008 -0.0781
H -0.14059 -1.98564 0.70054 -0.0223 -0.0083 -0.0091 0.0675
H 0.12650 -4.39942 0.98850 -0.0007 -0.0027 0.0023 0.0935
H -1.58907 -5.97861 0.09534 -0.0003 0.0006 -0.0003 0.0747
H -3.59483 -5.03259 -1.03228 0.0000 -0.0009 0.0002 0.0853
H -3.88071 -2.63541 -1.27540 0.0025 -0.0051 0.0050 0.0901
H -3.00936 1.86174 -0.21020 0.0006 -0.0014 0.0118 0.1126
H -4.37351 3.15969 -1.75667 -0.0018 -0.0002 -0.0017 0.1003
H -5.19951 2.15284 -3.88528 0.0002 -0.0009 -0.0009 0.0794
H -4.58505 -0.19998 -4.40270 0.0007 -0.0017 0.0002 0.0878
H -3.20989 -1.49834 -2.87639 -0.0034 0.0056 -0.0023 0.0854
N -0.39122 2.61112 -2.12957 0.0355 -0.0108 -0.0107 0.1020
C 0.60642 1.70083 -2.07893 -0.0614 -0.0053 -0.0199 -0.8957
S 2.18134 2.20265 -1.75568 0.0345 -0.0147 0.0274 0.5320
N 0.20190 0.44428 -2.36641 0.0457 0.0063 0.0007 0.0787
C 0.85262 -0.79895 -2.25051 -0.0031 0.0131 0.0036 -0.2274
C 2.01827 -1.03046 -1.52784 0.0009 0.0114 -0.0204 -0.0540
C 2.53363 -2.31884 -1.45953 -0.0023 -0.0033 -0.0029 -0.1023
C 1.89827 -3.38376 -2.07840 0.0056 -0.0031 0.0127 -0.1138
C 0.72080 -3.15270 -2.77688 -0.0131 0.0024 0.0059 -0.0939
C 0.20915 -1.87248 -2.86808 -0.0087 -0.0076 0.0102 -0.0279
H -0.16857 3.50336 -1.71295 -0.0072 -0.0004 -0.0082 0.0035
H -1.34139 2.29590 -1.96536 -0.0005 -0.0041 -0.0071 0.0745
H -0.80284 0.33543 -2.45358 -0.0007 -0.0006 -0.0189 0.1166
H 2.50796 -0.21235 -1.02533 0.0016 0.0079 0.0018 0.0400
H 3.44181 -2.48785 -0.89171 0.0003 0.0016 0.0014 0.0964
H 2.29904 -4.38639 -1.99570 -0.0001 -0.0001 0.0002 0.0913
H 0.18195 -3.97511 -3.23036 0.0010 -0.0010 -0.0034 0.1003
H -0.72261 -1.69298 -3.39277 -0.0002 0.0003 0.0002 0.1099